No. 1
65
Properties=species:S:1:pos:R:3:forces:R:3:lowdin_charge:R:1 method="wB97M-V/def2-TZVPD" total_charge=-1 spin_multiplicity=1 mol_weight_da=369.452 total_energy_ha=-1439.93292
H -2.993593 6.033832 -2.534825 0.12 0.12 0.02 0.07
C -1.042578 -1.264655 -0.728895 -0.05 0.17 0.21 -0.16
O 4.731830 -1.052476 -0.565982 0.07 0.04 0.14 -0.14
O 1.209707 -3.000069 0.822186 -0.47 -0.49 0.18 -0.06
H -1.674908 -1.903620 -0.080592 0.09 0.29 -0.31 -0.01
H -2.541519 2.355432 0.923589 0.07 -0.14 -0.37 0.10
H 4.873347 -4.689237 2.278386 0.08 -0.19 0.08 0.07
H -5.086339 -3.644417 1.508633 0.01 0.06 -0.03 0.07
H 5.296190 -1.581062 -1.132482 0.06 -0.06 -0.09 0.06
C -1.737760 2.011190 0.230378 0.17 1.36 1.19 -0.32
C -4.296786 -3.170987 2.089880 0.29 0.32 0.02 -0.17
H 1.988450 1.367801 -0.925114 0.10 -0.35 -0.14 -0.02
O -0.720222 1.479004 1.054323 0.08 -1.31 -1.05 -0.23
H -1.333515 5.323786 2.788076 -0.17 -0.04 0.02 0.07
C 0.341827 4.370384 3.029490 -0.32 0.03 0.11 -0.15
C -1.240245 3.304722 -0.484283 0.09 -0.54 0.23 -0.18
C 1.932869 0.363770 -0.478005 -0.62 -0.18 0.70 -0.16
H -0.577828 3.801927 0.235629 -0.33 -0.14 -0.03 0.08
O -0.258627 -3.321634 -3.478512 -0.02 -0.27 0.12 -0.12
H 3.133695 -3.160032 2.382865 -0.13 0.51 0.45 0.04
H 1.789691 -2.928249 0.058025 0.20 0.59 -0.16 0.09
H -4.153187 4.725326 -4.039364 -0.14 -0.09 -0.03 0.07
O -3.177488 5.135573 -2.256010 -0.28 -0.07 -0.12 -0.13
Al 0.115479 -0.042131 0.413462 0.41 0.18 0.26 0.25
H 0.897658 -0.448627 2.900510 0.43 -0.72 0.10 0.06
O 1.715781 -2.048210 1.759282 0.41 0.09 0.67 -0.29
H 5.174846 -4.315541 3.991810 -0.01 0.02 -0.01 0.07
O 3.814001 -3.096552 3.075454 0.32 -0.57 0.04 -0.14
H 5.008102 -2.354514 1.025385 0.04 0.07 0.21 0.06
H -0.037281 0.997150 -2.426751 -0.33 0.11 0.18 0.05
C -4.333946 4.702325 -2.960600 0.21 0.26 0.03 -0.15
H -0.122700 3.435940 3.351723 0.16 -0.08 -0.05 0.08
H 2.690920 0.306207 0.324894 -0.18 0.13 -0.32 -0.02
H -2.105819 3.990902 -0.607890 0.57 -0.53 -0.37 0.08
C -0.472350 -4.721208 -3.588180 0.09 0.32 -0.19 -0.17
H -1.292010 -4.928845 -4.283249 0.00 -0.18 0.04 0.07
O -0.571711 5.129880 2.241724 0.30 0.19 0.00 -0.13
H 0.661619 4.948145 3.903930 0.10 -0.07 0.02 0.07
C -0.738153 1.820653 -2.611236 0.38 0.57 -0.66 -0.11
H -0.735511 -5.102438 -2.603870 0.01 0.09 0.01 0.08
C 0.621378 -1.149985 2.103224 -1.29 0.57 -1.62 -0.19
H 2.184680 -0.439636 -1.190246 0.03 0.48 -0.04 -0.01
H -0.644376 3.952561 -2.445780 0.12 -0.21 0.29 0.08
C 4.407691 -4.374784 3.219864 -0.33 0.39 -0.17 -0.18
H -2.216073 1.278135 -0.438861 0.30 0.12 -0.01 0.08
H 4.508512 -0.707193 1.446031 -0.10 -0.05 -0.10 0.08
H -1.687313 -0.742704 -1.456152 0.05 -0.29 0.17 -0.02
H 1.209856 4.139169 2.416945 -0.09 -0.01 -0.07 0.08
C 5.133186 -1.298653 0.782593 0.18 -0.08 -0.47 -0.15
H -0.280163 -1.753467 2.342010 0.58 0.08 0.52 0.05
H 6.181356 -1.008418 0.918415 -0.01 -0.03 0.17 0.07
H 0.438229 -5.221066 -3.934247 -0.07 -0.17 0.02 0.07
H -5.189533 5.340440 -2.718362 -0.11 -0.11 -0.08 0.07
C -0.410131 3.094320 -1.786009 -0.88 0.36 -0.42 -0.23
H -1.770321 1.467835 -2.497342 0.28 0.09 0.17 0.06
H -0.028154 -2.995398 -4.349509 0.04 0.16 -0.07 0.07
H -4.553843 3.680822 -2.658045 0.08 0.02 0.04 0.08
H -0.633315 2.092359 -3.680815 0.03 -0.27 0.33 0.06
H -3.283479 -1.522601 2.004335 0.18 0.14 -0.16 0.07
H 3.656178 -5.112411 3.519775 0.13 -0.16 0.00 0.07
H -4.649335 -3.019669 3.115407 -0.04 -0.19 0.03 0.07
H -3.417758 -3.822166 2.096331 -0.09 -0.13 0.06 0.08
O -3.983138 -1.926515 1.484974 -0.35 -0.18 0.06 -0.12
H -0.396468 -1.954956 -1.295856 -0.14 0.25 0.11 -0.02
H 0.670398 3.174538 -1.602476 -0.30 -0.31 0.13 0.09

=====

No. 2
16
Properties=species:S:1:pos:R:3:forces:R:3:lowdin_charge:R:1 method="wB97M-V/def2-TZVPD" relative_energy_kj_mol=63.3 spin_multiplicity=1 mol_weight_da=60.140
H 0.605403 2.117515 -0.828038 1.07 -0.51 0.00 0.08
H 0.762206 -2.494717 -0.717504 -0.53 0.12 0.10 0.06
H -0.677686 -3.411241 -0.171170 0.49 0.98 -0.14 0.07
H -0.950393 -1.465386 -2.119357 0.13 -0.09 0.49 0.07
H 1.471379 2.739046 1.670250 1.62 0.17 1.27 0.03
H -1.052594 -0.384519 -0.751702 -0.57 -0.40 0.07 0.02
C 0.592852 2.351871 1.268774 -1.80 -0.25 0.14 -0.17
H -0.013907 -2.091178 0.781532 -0.22 0.44 0.43 0.04
H 0.017403 3.283801 1.136505 -0.03 -0.44 -0.86 0.07
C -0.227036 -2.379101 -0.233312 -0.34 -1.04 -1.05 -0.17
H -0.048790 1.807867 1.982436 0.82 0.08 0.18 0.07
H 0.157010 0.701136 -0.037116 -0.11 -0.34 0.29 0.00
C -1.180867 -1.432968 -1.036823 0.49 -0.84 -0.41 -0.16
H 1.876986 0.982852 0.004966 -0.62 0.90 -0.05 0.08
C 0.884733 1.490861 0.044750 -0.74 0.56 -0.85 -0.16
H -2.216699 -1.815839 -0.994191 0.36 0.66 0.40 0.06

=====

No. 3
23
Properties=species:S:1:pos:R:3:forces:R:3:lowdin_charge:R:1 method="wB97M-V/def2-TZVPD" relative_energy_kj_mol=430.0 total_charge=+1 spin_multiplicity=1 mol_weight_da=163.204
N -2.280856 -4.080197 -0.293446 0.67 0.03 0.21 0.24
C -1.521784 0.189363 -0.106698 0.22 0.15 -0.58 -0.04
H -0.199635 -2.463860 3.317151 1.11 -0.30 -1.82 0.14
H 0.932388 1.519851 1.259081 0.16 0.06 -0.07 0.14
H -0.695632 -3.627118 2.080564 0.93 1.06 -0.01 0.11
H -0.215839 2.832371 -0.186870 0.10 1.19 0.64 0.12
C -0.928949 -1.934316 0.083646 1.62 0.44 0.12 -0.25
N -0.387383 0.817783 -0.311070 1.00 0.84 2.31 -0.03
H 0.999428 -3.297881 2.103921 1.89 -0.55 0.30 0.08
N -0.080329 -1.765282 1.223363 -0.95 -0.06 -0.41 -0.08
H 0.850993 2.022316 -1.347693 2.33 0.09 -0.49 0.11
C -0.095279 2.127902 -0.959128 -3.70 -1.66 -1.93 -0.12
C 0.439265 -0.540608 1.489510 1.13 -0.49 -0.41 -0.05
H -1.047300 3.270233 -2.522474 0.30 0.08 -0.05 0.09
N -2.007689 -0.860272 0.207598 -1.11 1.04 0.36 0.24
C 0.479111 0.642470 0.833003 -1.60 -1.32 -0.65 0.01
C -1.520717 -3.247270 -0.063907 -1.01 -0.09 -0.55 -0.14
C -1.107201 2.259404 -2.116516 0.51 2.37 1.37 -0.04
H 1.091176 -0.635071 2.303055 0.69 0.36 1.39 0.13
H -2.108477 2.276917 -1.699439 -0.35 -0.75 -0.27 0.08
C 0.089957 -2.820420 2.254133 -4.04 -0.09 1.05 0.01
H -0.878250 1.622814 -2.929297 -0.22 -1.06 -0.57 0.08
H -0.436047 -1.512498 -0.810201 0.30 -1.34 0.05 0.17

=====

No. 4
35
Properties=species:S:1:pos:R:3:forces:R:3:lowdin_charge:R:1 method="wB97M-V/def2-TZVPD" spin_multiplicity=1 mol_weight_da=991.036 total_energy_ha=-11763.69197
C 3.116180 0.753507 3.272922 -0.05 0.04 -0.01 -2.04
Cl 2.840909 -1.973378 6.528325 -0.06 -0.06 0.04 0.50
C -2.102984 -5.818319 -5.144020 -0.01 0.01 0.01 -2.05
Cl 4.575024 -3.786739 7.949735 0.00 0.00 0.00 0.52
Cl -2.189556 3.553063 3.011655 0.00 0.01 0.01 0.53
Cl 2.944603 -1.908984 9.410306 0.00 0.00 0.00 0.52
F 3.925585 3.887833 -0.029962 0.05 0.02 0.01 -0.18
C -5.521212 -0.708184 -3.243421 0.06 -0.01 -0.03 -2.04
Cl 5.189612 -0.969964 7.862704 0.00 0.00 0.00 0.51
Cl -4.513673 0.733243 -3.119591 -0.24 0.13 -0.01 0.50
H 2.725959 3.877256 -2.193076 0.05 -0.01 -0.03 -0.02
C -1.810690 3.566145 1.287237 0.01 0.01 0.00 -2.05
C -0.927897 1.374705 -2.952858 0.02 -0.01 0.11 -2.04
Cl 0.825559 1.563132 -2.797090 -0.17 -0.14 -0.32 0.52
Cl 2.441791 2.320623 3.726769 0.00 0.00 0.01 0.53
Cl -0.343068 2.620431 1.007537 0.00 0.01 -0.01 0.49
Cl 3.756397 0.848813 1.628732 0.08 -0.12 0.09 0.54
H 2.350707 2.054447 -0.574497 0.02 0.03 0.05 -0.08
Cl 4.402431 0.311858 4.390709 0.06 0.05 -0.04 0.52
Cl -1.509120 0.460962 -1.560662 0.06 -0.12 -0.06 0.49
Cl -2.649656 -6.772224 -3.763724 0.00 -0.01 0.01 0.53
Cl -2.536837 -6.642498 -6.642516 0.00 0.00 -0.01 0.53
Cl -0.352382 -5.612874 -5.066239 0.01 0.00 0.00 0.53
Cl -1.319711 0.522110 -4.443644 0.14 -0.03 -0.03 0.53
Cl -6.005265 -1.231972 -1.628522 0.00 0.00 0.01 0.53
Cl -4.584331 -1.994375 -4.019159 -0.20 0.15 0.15 0.48
C 3.884105 -2.161859 7.937056 0.01 0.01 0.00 -2.06
Cl -1.675039 2.976226 -2.978543 -0.04 0.00 0.01 0.52
Cl 1.838542 -0.471200 3.327054 -0.01 0.00 0.00 0.51
Cl -6.956426 -0.357120 -4.206756 0.00 0.00 -0.01 0.54
Cl -3.159138 2.870701 0.383475 -0.02 0.02 0.07 0.51
Si 3.295641 2.986765 -1.178871 0.02 0.20 0.15 0.36
Cl -1.542681 5.228105 0.751547 0.00 0.01 -0.01 0.53
F 4.467678 2.128937 -1.831371 0.01 0.00 -0.03 -0.17
Cl -2.881055 -4.229172 -5.101243 0.17 -0.19 -0.12 0.48

=====

No. 5
69
Properties=species:S:1:pos:R:3:forces:R:3:lowdin_charge:R:1 method="wB97M-V/def2-TZVPD" relative_energy_kj_mol=1105.9 total_charge=+1 spin_multiplicity=1 mol_weight_da=449.365
H -3.511724 0.027746 -4.083024 -0.23 0.37 0.74 0.09
Ca 4.262876 0.926366 -4.072264 -0.69 0.28 1.07 1.95
H -7.515404 0.971026 1.407936 0.47 0.17 0.33 0.11
H -1.146364 -6.583214 -1.050664 -0.34 0.74 0.54 0.10
H -0.627964 -8.200674 -2.766164 0.01 0.06 0.03 0.07
H -7.031564 0.300146 -1.222524 0.11 0.30 0.02 0.08
H -2.949974 -4.039644 3.243696 0.47 0.63 0.55 0.07
F 0.256916 -0.141104 -0.597874 0.00 -2.60 0.23 0.18
H 3.789806 6.221406 1.716186 -0.31 0.39 -0.12 0.11
H -2.010234 -7.592274 -3.696874 0.06 -0.33 -0.17 0.06
H -5.303484 -1.703514 -7.261094 0.97 -0.21 -0.24 0.06
H -6.074894 1.486696 0.468936 0.15 -0.26 0.09 0.11
H -7.603444 3.475346 1.024176 0.43 -0.21 -0.01 0.08
O -7.580324 0.361716 -0.437234 -0.25 -0.02 -0.42 -0.08
H 9.967096 3.724076 -2.176054 0.04 -0.04 -0.05 0.07
H -6.040844 -0.438664 -6.574404 0.52 0.85 0.77 0.07
C 3.914406 -0.599744 4.173446 -0.68 0.40 1.82 -0.35
O -0.464544 -5.479684 -2.627824 0.42 -0.23 -0.67 -0.09
F 0.184136 1.513126 -2.100784 -0.40 0.17 -1.53 0.05
O 5.520296 7.070626 1.189866 1.34 0.56 -1.79 -0.08
H -6.019364 -1.961904 -5.810234 0.54 0.09 1.02 0.07
H 7.186026 3.789336 -0.906214 0.32 0.00 0.33 0.08
H 5.737706 6.947106 3.973116 -0.02 0.22 -0.06 0.06
F -0.096874 1.917746 0.116896 -1.13 1.17 1.25 0.18
H -5.119094 -5.017194 2.459956 0.62 -0.35 -0.48 0.10
H 4.576826 -0.953134 4.963646 0.51 -0.03 -0.34 0.11
O -6.185654 -3.747454 3.468736 -2.57 1.68 0.58 -0.05
C -1.466824 -6.299344 -2.053074 -0.05 -1.70 0.48 -0.31
F 1.857566 1.451896 -0.724194 4.00 0.00 0.01 0.11
C -7.159204 1.375816 0.460646 0.39 -0.36 0.74 -0.34
H -3.750114 -3.050754 2.106306 -0.38 -0.03 -0.25 0.06
H -0.724504 -4.567624 -2.478974 0.04 -0.05 0.03 0.07
C 8.745746 2.502336 -0.910934 0.04 1.27 0.90 -0.29
H -2.276424 -8.402004 -2.153364 0.01 0.36 0.27 0.07
C -5.356824 -1.234154 -6.278774 0.06 -0.90 -1.62 -0.07
C 9.948396 3.418196 -1.130014 0.19 0.05 -0.05 -0.09
H -3.314344 -0.238394 -6.169324 -0.47 0.29 -0.88 0.10
H 2.015406 -0.616884 5.370366 0.31 0.78 -0.10 0.07
H -3.919694 -2.495204 3.729626 0.38 -0.42 0.54 0.08
O 4.338896 -1.043974 2.940006 0.60 -0.90 -1.27 -0.07
C -5.014944 -4.378594 3.337136 2.73 -1.34 -1.06 -0.40
C -4.003894 -0.870204 -5.609464 -0.87 -0.91 -0.76 -0.34
H 4.000326 0.486856 4.170856 -0.47 0.25 0.33 0.11
H 8.521246 2.351006 0.144906 0.26 -0.01 0.14 0.11
H 8.949456 1.505206 -1.301234 -0.50 0.16 -0.57 0.10
H 4.105046 7.876146 2.435586 -0.45 -0.05 -0.33 0.11
H 10.914746 2.968476 -0.901954 -0.13 -0.39 -0.02 0.08
O 7.567516 3.130416 -1.490924 -0.03 -1.16 -0.89 -0.13
H 9.939366 4.328366 -0.530334 -0.43 -0.01 0.06 0.08
H 1.832926 -1.173304 3.740456 0.07 0.09 -0.21 0.07
C -1.608624 -7.730504 -2.693024 0.14 1.69 -0.85 -0.08
H -3.337554 -1.655144 -5.251734 -0.38 -1.25 -0.89 0.10
H -8.877384 2.501906 0.346326 -0.24 0.29 -0.10 0.07
C 4.523856 6.923266 2.111986 -0.11 -1.51 3.02 -0.34
C 2.541036 -1.134944 4.568226 -0.84 -0.18 0.39 -0.08
H 4.394136 5.837386 4.097356 -0.29 0.15 -0.14 0.06
C -7.810824 2.714106 0.272106 -1.23 -0.14 -0.70 -0.10
H -2.389744 -5.720554 -2.089334 -0.29 -0.50 0.36 0.11
O -4.358834 -0.240404 -4.446504 -0.15 1.68 1.92 -0.08
H -4.828024 -5.113104 4.120496 -0.13 0.49 0.57 0.11
C 5.128706 6.245466 3.403106 -0.14 0.29 -0.22 -0.08
B 0.540696 1.149576 -0.781754 -1.54 1.07 -0.84 -1.48
C -3.828594 -3.403874 3.134536 -0.32 -1.07 -0.53 -0.08
H 2.555456 -2.126804 5.020006 0.52 -0.36 -0.51 0.07
H -7.647304 3.097996 -0.734864 0.18 0.21 0.05 0.07
H 5.800786 5.423156 3.157716 -0.10 -0.05 -0.37 0.06
H -6.193534 -3.200984 2.679496 -0.80 0.42 0.07 0.09
H 3.646036 -0.821814 2.313746 -0.06 -0.04 -0.15 0.08
H 5.885506 7.956706 1.245406 0.08 -0.05 -0.02 0.09

=====

No. 6
14
Properties=species:S:1:pos:R:3:forces:R:3:lowdin_charge:R:1 method="wB97M-V/def2-TZVPD" relative_energy_kj_mol=278.7 total_charge=+1 spin_multiplicity=1 mol_weight_da=76.195
H -0.338372 -0.620323 -1.412134 -0.25 -0.02 -0.92 0.10
H 2.179343 0.743039 0.906082 0.11 1.30 0.97 -0.09
H -0.343096 -1.773687 0.684521 0.80 -1.85 0.81 0.04
C -0.891790 -0.895378 0.668474 1.21 1.33 -3.06 -0.11
Si 1.737464 -0.365422 0.162856 -1.24 2.31 -3.56 0.79
N -0.784606 1.296211 -0.539402 -0.69 -0.96 -2.77 0.18
H -0.926146 -0.375971 1.553842 0.32 1.06 2.27 0.07
H -1.833388 -1.148410 0.391660 -3.18 -0.79 -0.65 0.05
H 2.377641 -0.186738 -1.160844 0.40 -0.59 0.23 -0.06
C -0.204224 -0.107820 -0.491826 1.31 -0.35 3.33 -0.38
H 1.879186 -1.495266 0.931334 0.04 -2.02 0.85 -0.07
H -1.816063 1.309191 -0.647408 0.43 -0.33 0.07 0.18
H -0.437396 1.855015 -1.340818 0.09 -0.30 0.58 0.19
H -0.598552 1.765562 0.293662 0.64 1.18 1.86 0.13